(1)
C42H56N8V as an isolated structure. Source: the Open Molecules 2025 dataset; level of theory: the ωB97M-V functional and the def2-TZVPD basis.

```
107
Properties=species:S:1:pos:R:3:forces:R:3:mulliken_charge:R:1
V -0.02710 0.56549 0.35782 -0.1 -0.4 0.1 0.22
C -2.68709 -0.95147 5.75060 0.0 0.0 0.0 -1.17
C -2.00316 -2.08086 4.97453 0.0 0.0 0.0 -1.23
C -1.00094 -1.57460 3.98476 0.0 0.0 0.0 0.68
C 0.35774 -1.57941 4.08991 0.0 0.0 0.0 0.59
C 1.19106 -2.17201 5.18346 0.0 0.0 0.0 -1.22
C 1.54850 -3.63566 4.91159 0.0 0.0 0.0 -1.15
C 0.86832 -0.92128 2.90459 0.1 -0.1 -0.1 -0.67
C 2.21550 -0.71108 2.60875 -0.1 0.0 0.0 -0.39
C 2.74339 0.03419 1.56085 0.0 0.1 0.1 -0.24
C 4.15457 0.22608 1.28421 0.0 0.0 -0.1 0.52
C 5.27556 -0.44962 2.00832 0.0 0.0 0.0 -1.27
C 5.61612 -1.81380 1.40252 0.0 0.0 0.0 -0.99
C 4.23262 1.06727 0.21412 0.0 0.0 0.0 0.76
C 2.87065 1.40062 -0.15175 0.0 0.1 0.0 -0.16
C 2.49683 2.30089 -1.15226 0.0 0.0 0.1 -0.47
C 1.20621 2.61370 -1.55779 0.0 -0.2 -0.2 -0.29
N 0.08310 1.95946 -1.14040 0.0 0.3 0.1 0.30
C -0.96758 2.48262 -1.83501 0.0 -0.1 0.0 -0.50
C -2.28690 2.06472 -1.70470 0.1 0.0 0.0 -0.63
C -2.80195 1.19610 -0.74154 0.0 0.1 0.1 0.20
N -2.08299 0.66182 0.28334 -0.1 -0.1 -0.1 0.45
C -2.95636 -0.03533 1.06794 0.1 0.0 0.1 -0.26
C -2.60174 -0.72359 2.22341 0.0 0.0 0.0 -0.28
C -1.31893 -0.90727 2.73855 0.0 -0.2 -0.1 -0.44
N -0.16831 -0.53915 2.10586 0.0 0.3 0.2 0.30
C -4.29103 0.04865 0.50780 0.0 0.0 0.0 0.53
C -4.19299 0.80102 -0.62422 0.0 0.0 0.0 0.71
C -5.26259 1.13243 -1.61586 0.0 0.0 0.0 -1.16
C -5.11752 0.33610 -2.91657 0.0 0.0 0.0 -1.06
C -5.49600 -0.65313 1.04892 0.0 0.0 0.0 -1.33
C -5.61094 -2.08526 0.51921 0.0 0.0 0.0 -1.04
C -0.49362 3.51826 -2.73759 0.0 0.0 0.0 0.59
C 0.85125 3.60662 -2.55936 0.0 0.0 0.0 0.47
C 1.81532 4.55851 -3.19416 0.0 0.0 0.0 -1.13
C 2.31977 5.62926 -2.22213 0.0 0.0 0.0 -1.10
C -1.37742 4.34731 -3.61445 0.0 0.0 0.0 -1.23
C -2.10508 5.44908 -2.83940 0.0 0.0 0.0 -1.09
N 1.99913 0.75062 0.66613 0.1 -0.2 -0.1 0.39
C 5.45316 1.53563 -0.51331 0.0 0.0 0.0 -1.18
C 5.64061 0.82888 -1.85979 0.0 0.0 0.0 -1.07
H -3.45801 -1.34190 6.41672 0.0 0.0 0.0 0.38
H -3.15119 -0.23564 5.07153 0.0 0.0 0.0 0.28
H -1.95885 -0.40673 6.35331 0.0 0.0 0.0 0.32
H -2.75799 -2.68651 4.46410 0.0 0.0 0.0 0.39
H -1.50489 -2.75184 5.67744 0.0 0.0 0.0 0.44
H 0.65885 -2.09404 6.13412 0.0 0.0 0.0 0.48
H 2.10663 -1.58872 5.30311 0.0 0.0 0.0 0.43
H 0.64724 -4.22191 4.72546 0.0 0.0 0.0 0.31
H 2.07723 -4.07873 5.75679 0.0 0.0 0.0 0.41
H 2.18461 -3.72209 4.02869 0.0 0.0 0.0 0.25
H 2.93009 -1.15886 3.28852 0.0 0.0 0.0 0.27
H 5.00857 -0.58001 3.05970 0.0 0.0 0.0 0.42
H 6.16075 0.18990 1.99790 0.0 0.0 0.0 0.48
H 4.76210 -2.49004 1.47151 0.0 0.0 0.0 0.23
H 6.46035 -2.27596 1.91644 0.0 0.0 0.0 0.42
H 5.87329 -1.71305 0.34696 0.0 0.0 0.0 0.18
H 3.30196 2.82184 -1.65679 0.0 0.0 0.0 0.53
H -2.99993 2.48763 -2.40254 0.0 0.0 0.0 0.46
H -3.41210 -1.16742 2.78952 0.0 0.0 0.0 0.35
H -5.24120 2.20308 -1.84052 0.0 0.0 0.0 0.42
H -6.24117 0.93233 -1.17508 0.0 0.0 0.0 0.32
H -4.15082 0.52857 -3.38415 0.0 0.0 0.0 0.22
H -5.89973 0.59793 -3.63055 0.0 0.0 0.0 0.43
H -5.18098 -0.73544 -2.71886 0.0 0.0 0.0 0.23
H -6.39629 -0.09199 0.78958 0.0 0.0 0.0 0.48
H -5.45430 -0.67116 2.14067 0.0 0.0 0.0 0.40
H -5.73763 -2.08466 -0.56471 0.0 0.0 0.0 0.22
H -6.46149 -2.60583 0.96186 0.0 0.0 0.0 0.41
H -4.70589 -2.65252 0.74407 0.0 0.0 0.0 0.25
H 1.33223 5.04821 -4.04167 0.0 0.0 0.0 0.30
H 2.66465 4.00508 -3.60653 0.0 0.0 0.0 0.36
H 1.48720 6.22629 -1.84691 0.0 0.0 0.0 0.29
H 3.02625 6.30052 -2.71270 0.0 0.0 0.0 0.39
H 2.81521 5.18097 -1.36079 0.0 0.0 0.0 0.26
H -2.10965 3.70280 -4.10912 0.0 0.0 0.0 0.37
H -0.78351 4.79678 -4.41237 0.0 0.0 0.0 0.44
H -2.75973 5.02388 -2.07757 0.0 0.0 0.0 0.28
H -2.70931 6.06591 -3.50626 0.0 0.0 0.0 0.39
H -1.38745 6.09581 -2.33227 0.0 0.0 0.0 0.27
H 6.33329 1.36852 0.11081 0.0 0.0 0.0 0.29
H 5.39598 2.61568 -0.67709 0.0 0.0 0.0 0.43
H 5.79604 -0.24145 -1.71522 0.0 0.0 0.0 0.24
H 6.50157 1.22768 -2.39847 0.0 0.0 0.0 0.41
H 4.75734 0.95267 -2.48796 0.0 0.0 0.0 0.25
C 0.31667 -0.91675 -2.29945 0.0 0.0 0.0 -0.99
N 0.09248 -1.28460 -0.87589 0.0 0.3 0.0 2.75
C 1.21864 -2.15858 -0.45456 0.0 0.0 0.0 -0.80
N 1.32123 -3.35013 -1.28454 0.0 0.0 0.0 0.19
C 1.51263 -2.92896 -2.67428 0.0 0.0 0.0 -0.65
N 0.40885 -2.09303 -3.15354 0.0 0.0 0.0 0.24
C -0.83358 -2.85896 -3.02287 0.0 0.0 0.0 -0.67
N -1.07884 -3.27913 -1.64114 0.0 0.0 0.0 0.20
C -1.15778 -2.08708 -0.80848 0.0 0.0 0.0 -0.84
C 0.05848 -4.08718 -1.19666 0.0 0.0 0.0 -0.66
H 1.24163 -0.33911 -2.36185 0.0 0.0 0.0 -0.03
H -0.51179 -0.28427 -2.62460 0.0 0.0 0.0 -0.03
H 1.06028 -2.43955 0.58839 0.0 0.0 0.0 -0.13
H 2.14294 -1.58194 -0.52912 0.0 0.0 0.0 0.07
H 1.58565 -3.81545 -3.30715 0.0 0.0 0.0 0.36
H 2.44466 -2.36505 -2.74892 0.0 0.0 0.0 0.34
H -0.77075 -3.74463 -3.65800 0.0 0.0 0.0 0.35
H -1.66924 -2.24200 -3.35960 0.0 0.0 0.0 0.34
H -1.32497 -2.36570 0.23347 0.0 0.0 0.0 -0.03
H -1.98589 -1.46363 -1.14925 0.0 0.0 0.0 -0.05
H 0.12465 -4.98147 -1.81909 0.0 0.0 0.0 0.37
H -0.10442 -4.39021 -0.16041 0.0 0.0 0.0 0.35
```
Forces are in eV/Å.

Output
Max |F|: 0.4 eV/A
E: -3016.233016 a.u.
HOMO energy (spin up / spin down): -6.4494 / -6.3918 eV
Lowest unoccupied orbital energy (spin up / spin down): -0.41 / -0.75 eV
Spin multiplicity: 4

---

(2)
C42H57BF6N4O3P2Ti as an isolated structure in a non-equilibrium geometry. Source: the Open Molecules 2025 dataset; level of theory: the ωB97M-V functional and the def2-TZVPD basis.

```
116
Properties=species:S:1:pos:R:3:forces:R:3:mulliken_charge:R:1
Ti -0.41322 -0.68567 -1.03826 1.5 -2.3 0.1 -0.83
O 0.83729 0.10717 -1.97915 1.4 1.3 -1.6 0.06
C 0.90452 0.93028 -3.01366 0.0 0.9 -0.8 0.41
C 2.08892 1.07295 -3.73194 0.0 -0.1 0.1 -0.47
C 2.15699 1.88655 -4.85169 0.0 0.0 0.0 -0.60
C 1.02555 2.58387 -5.26833 0.0 0.0 -0.1 -0.74
C -0.15619 2.46814 -4.56848 0.0 0.0 0.0 -1.21
C -0.26077 1.65451 -3.42531 0.3 -0.4 0.3 0.97
C -1.49280 1.50281 -2.73704 -0.3 0.4 -0.3 -0.86
N -1.67248 0.65167 -1.72793 0.2 -0.5 0.2 1.65
N -2.89673 0.60629 -1.13727 -1.1 -0.1 0.4 -1.23
C -2.97984 -0.40463 -0.30557 0.1 0.9 -0.9 -0.22
O -1.95175 -1.18798 -0.12975 -2.2 -0.3 0.9 -0.56
C -4.25008 -0.71009 0.34954 -0.5 -0.3 0.3 0.65
C -4.31260 -1.74736 1.28544 0.2 0.2 -0.2 -0.14
C -5.52167 -2.12936 1.83764 -0.2 0.0 0.1 -1.11
C -6.69684 -1.48962 1.46688 0.1 0.0 0.0 -0.43
C -6.64100 -0.44110 0.55671 -0.2 0.0 0.1 -0.78
C -5.43563 -0.05129 0.00520 0.3 0.0 -0.1 -0.27
H 2.95095 0.50213 -3.40861 0.0 0.0 0.0 0.23
H 3.08183 1.96998 -5.40865 0.0 0.0 0.0 0.39
H 1.07176 3.19638 -6.16046 0.0 0.0 0.0 0.38
H -1.03986 2.99041 -4.91715 0.0 0.0 0.1 0.43
H -2.35214 2.08350 -3.06415 0.0 0.0 0.1 0.26
H -3.39652 -2.25695 1.55291 0.0 0.0 0.0 0.47
H -5.55609 -2.94009 2.55481 0.0 0.0 0.0 0.41
H -7.64511 -1.82058 1.87078 0.0 0.1 0.0 0.38
H -7.55612 0.06270 0.26991 0.0 0.0 0.0 0.40
H -5.38974 0.74735 -0.72193 0.0 0.0 0.0 0.42
C 3.35620 -0.49757 1.94197 0.0 0.0 -0.1 -1.95
C 3.71410 -1.19609 0.62848 -0.1 0.0 -0.2 2.81
C 5.04632 -1.91150 0.85552 -0.1 0.0 0.0 -2.24
C 3.93244 -0.13084 -0.45789 0.0 0.0 0.1 -1.98
P 2.25064 -2.22960 -0.13026 0.7 -0.3 1.1 0.69
C 1.08561 -2.50876 1.31536 0.2 -0.2 -0.3 -2.01
N 0.52396 -1.27272 1.79559 0.0 0.1 -0.1 0.57
B 0.04546 -0.13880 1.00817 0.1 0.3 1.4 2.65
N -0.32090 0.83227 2.05425 0.0 0.2 -0.1 0.78
C -0.88031 2.18110 2.09972 0.0 -0.1 -0.4 -2.82
P -0.90497 3.12620 0.49518 0.1 0.3 0.5 0.53
C -2.31179 4.34024 0.95544 0.1 -0.1 -0.2 2.28
C -2.20457 5.14680 2.25426 0.0 -0.1 -0.1 -1.82
C -2.45529 5.29723 -0.23351 0.1 -0.1 0.0 -2.00
C -3.58839 3.48389 1.00150 0.1 -0.1 0.0 -2.17
C 0.76588 4.07114 0.57707 -0.2 -0.1 -0.2 2.21
C 1.81698 3.11371 1.14539 -0.2 0.0 -0.1 -1.88
C 0.83158 5.38791 1.34701 -0.1 -0.2 0.0 -2.02
C 1.11452 4.33435 -0.89340 0.0 0.0 0.0 -1.71
C -0.12454 0.26164 3.30091 0.1 -0.1 0.2 0.84
C -0.37485 0.77059 4.56571 0.0 0.0 -0.1 -0.73
C -0.09845 -0.02873 5.67148 0.0 0.0 0.1 -0.88
C 0.41448 -1.30644 5.51449 0.0 0.0 0.1 -0.97
C 0.66632 -1.82488 4.24754 0.0 -0.1 -0.1 -0.88
C 0.39613 -1.03479 3.14078 -0.2 0.1 0.3 0.18
C 2.84863 -4.04899 -0.32345 0.0 0.2 -0.2 2.56
C 3.53200 -4.07739 -1.69617 -0.1 0.0 0.0 -1.86
C 1.58480 -4.92104 -0.37509 0.0 0.2 0.1 -1.27
C 3.76397 -4.68401 0.72963 0.0 0.1 -0.1 -2.03
H 4.21890 0.08588 2.27975 0.1 0.0 0.0 0.64
H 3.11855 -1.21438 2.72857 -0.1 0.0 0.1 0.32
H 2.52011 0.18599 1.82051 0.0 0.0 0.1 0.13
H 5.80781 -1.15676 1.07477 0.0 0.0 0.0 0.57
H 5.37425 -2.46182 -0.02542 0.1 0.0 0.0 0.29
H 4.99972 -2.58366 1.71041 0.0 0.0 0.0 0.41
H 4.65327 0.62227 -0.12506 0.1 0.0 0.0 0.48
H 2.99260 0.36229 -0.70852 0.0 0.1 0.0 0.12
H 4.31666 -0.60025 -1.36701 0.0 0.1 -0.1 0.40
H 1.59314 -3.04097 2.12398 -0.1 0.0 0.0 0.48
H 0.28309 -3.14240 0.92407 0.1 -0.1 0.1 0.23
H -0.32475 2.75276 2.85268 -0.1 0.0 0.0 0.69
H -1.91943 2.11551 2.43990 0.1 0.0 0.0 1.07
H -1.60226 6.04338 2.11878 0.0 0.0 0.1 0.36
H -1.77911 4.56305 3.07125 0.0 0.0 0.1 0.12
H -3.20603 5.46397 2.55902 0.0 0.0 0.0 0.55
H -1.55127 5.88759 -0.38920 0.0 0.0 0.0 0.34
H -3.28787 5.98572 -0.06315 0.0 0.0 0.0 0.53
H -2.65045 4.72713 -1.14263 0.0 0.0 -0.1 0.34
H -3.72677 2.99606 1.96757 0.0 0.0 0.0 0.36
H -3.56248 2.71156 0.23368 -0.1 -0.1 -0.1 0.32
H -4.46234 4.11782 0.82707 0.0 0.0 0.0 0.64
H 1.70699 2.98476 2.22335 0.0 -0.1 0.0 0.25
H 2.81779 3.51416 0.95817 0.0 0.0 0.0 0.76
H 1.73417 2.13791 0.66365 0.1 -0.1 0.0 -0.02
H 0.55422 5.25282 2.39254 0.0 0.1 0.0 0.33
H 0.19334 6.14935 0.89937 0.0 0.0 0.1 0.34
H 1.86035 5.76105 1.31774 0.0 0.0 0.0 0.49
H 1.26412 3.39255 -1.41714 0.0 -0.1 -0.1 0.20
H 2.03178 4.92557 -0.97536 0.0 0.0 0.0 0.54
H 0.31468 4.86965 -1.40829 0.0 0.0 0.0 0.28
H -0.80099 1.75606 4.69948 0.0 0.0 0.0 0.50
H -0.31246 0.34668 6.66392 0.0 0.0 0.0 0.39
H 0.60754 -1.91685 6.38766 0.0 0.0 0.0 0.38
H 1.03225 -2.83804 4.13936 0.0 0.0 0.0 0.45
H 4.44022 -3.47151 -1.69342 0.0 0.0 -0.1 0.30
H 2.86624 -3.66653 -2.45684 0.0 0.0 -0.1 0.22
H 3.80424 -5.09899 -1.97754 0.0 -0.1 0.0 0.51
H 0.77294 -4.39001 -0.85706 0.0 -0.1 0.1 -0.80
H 1.26860 -5.19531 0.63241 0.0 0.0 0.0 0.27
H 1.78975 -5.84492 -0.92386 0.1 0.0 0.0 0.68
H 4.81060 -4.42991 0.58738 0.0 0.0 0.1 0.43
H 3.67858 -5.77130 0.64425 0.0 0.0 0.0 0.52
H 3.46613 -4.40811 1.74246 0.0 0.0 0.1 0.17
C -0.26103 -4.72491 -2.92561 0.0 0.2 0.1 -2.41
C -0.68846 -3.25574 -2.71854 -0.4 0.0 -0.2 1.62
O -0.17565 -2.63988 -1.59991 -0.6 0.1 -0.8 0.00
C -0.24523 -2.47830 -3.99357 0.2 0.1 0.0 0.26
F -0.85071 -1.29628 -4.13054 0.1 0.2 0.1 -0.26
F -0.46581 -3.14015 -5.15284 -0.1 -0.2 0.1 -0.35
F 1.07405 -2.24461 -3.93211 0.1 -0.1 0.0 -0.27
C -2.25041 -3.27101 -2.64211 -0.2 -0.1 0.0 0.35
F -2.82158 -2.07637 -2.81643 0.0 0.1 0.2 -0.27
F -2.82400 -4.08288 -3.56838 0.2 0.0 -0.1 -0.35
F -2.63879 -3.73571 -1.44774 0.1 -0.1 0.0 -0.31
H 0.82400 -4.78613 -2.97683 0.0 0.0 0.0 0.47
H -0.68562 -5.11230 -3.84751 0.0 0.0 0.0 0.46
H -0.62382 -5.32237 -2.09126 0.1 0.0 0.0 0.57
```
Forces are in eV/Å.

Output
Charge: -1
Max |F|: 2.7 eV/A
E: -4235.847383 a.u.
HOMO energy (spin up / spin down): -2.8006 / -4.9770 eV
ΔE to the lowest compared entry with this formula, charge and spin: 97.25 kJ/mol
Lowest unoccupied orbital energy (spin up / spin down): 2.52 / 2.51 eV
Spin multiplicity: 2